No. 1
Here is a gas-phase ion, C9H12N4 (charge +2) in a non-equilibrium geometry from OMol25. Energies are from wB97M-V/def2-TZVPD.

Geometry (Å):
N1 4.028 -0.720 -0.752
N2 -1.539 0.365 -0.366
N3 1.913 -0.379 0.139
N4 0.554 -0.548 0.152
C1 -0.050 -2.065 0.076
C2 -2.264 -0.953 -0.312
C3 2.447 0.656 0.963
C4 3.774 0.963 0.938
C5 4.567 0.248 -0.023
C6 -2.377 1.518 -0.346
C7 2.744 -1.006 -0.706
C8 -0.290 0.528 -0.037
C9 -1.389 -2.125 -0.130
H1 1.745 1.238 1.560
H2 2.253 -1.763 -1.261
H3 -3.037 -0.844 -1.130
H4 5.536 0.687 -0.040
H5 -1.930 2.268 0.310
H6 0.058 1.487 0.017
H7 0.666 -2.831 0.257
H8 -2.946 -0.933 0.633
H9 -1.904 -3.058 -0.136
H10 -2.300 1.915 -1.420
H11 4.282 1.615 1.650
H12 -3.422 1.242 -0.250

Force components x, y, z for each atom (eV/Å):
N 0.6 0.0 -0.8
N 1.2 -1.9 2.0
N 1.5 3.4 1.5
N -2.6 -2.2 -0.5
C -1.9 3.5 -0.4
C -2.0 1.7 1.2
C -0.7 -0.6 -0.3
C 0.2 -1.4 -0.6
C -2.6 0.8 1.6
C 0.0 1.9 -3.1
C 0.5 0.6 1.1
C -0.5 -4.5 -0.9
C 2.7 0.4 -0.5
H 0.0 -0.6 0.0
H 0.2 -0.8 -0.9
H 1.2 -1.0 0.4
H 1.3 -0.9 -1.1
H -0.9 0.0 0.2
H 1.2 2.3 0.2
H 0.4 -0.3 0.2
H 1.1 0.2 -1.3
H 0.0 -0.8 0.0
H -0.4 -0.1 1.4
H -0.6 0.2 -0.3
H 0.1 0.2 0.7

**E_tot**: -568.42387 Ha
**SMILES**: CN1C=[N+]([n+]2cccnc2)C=CC1
**HOMO level**: -17.18 eV
**LUMO energy**: -8.65 eV
**Net charge**: +2
**ΔE to the lowest compared entry with this formula, charge and spin**: 43.47 kJ/mol

These are the Mulliken partial charges, in e, on atoms 1 to 8: -0.414, 0.048, 0.132, -0.303, -0.572, -0.380, 0.034, -0.529



No. 2
Here is C9H12NO2P in the gas phase in a non-equilibrium geometry from OMol25. Energies are from wB97M-V/def2-TZVPD.

Geometry (Å):
P1 4.269 -0.422 0.259
O1 0.791 2.705 -0.156
O2 1.739 -1.690 1.368
N1 1.518 0.510 0.425
C1 3.079 0.938 0.779
C2 0.506 1.424 0.185
C3 -1.792 -0.197 0.488
C4 -2.266 -0.733 -0.908
C5 -2.803 -0.096 1.693
C6 -0.691 0.847 0.428
C7 -0.448 -0.581 0.844
C8 0.886 -0.676 0.906
C9 4.161 -0.207 -1.400
H1 3.514 0.688 -1.853
H2 -1.519 -0.099 -1.378
H3 -3.324 -0.440 -1.093
H4 3.143 1.109 1.901
H5 1.879 -2.444 0.673
H6 -3.570 -0.876 1.624
H7 -3.134 0.945 1.821
H8 4.701 -0.840 -1.994
H9 3.298 1.911 0.293
H10 -1.954 -1.814 -1.144
H11 0.010 3.301 -0.070
H12 -2.002 -0.027 2.489

Force components x, y, z for each atom (eV/Å):
P -0.6 0.6 -1.0
O 0.1 0.8 -0.1
O -0.1 -1.2 -2.0
N 2.7 0.9 1.2
C -2.5 -0.4 0.8
C -1.2 -0.5 0.5
C -1.5 -0.3 0.1
C 1.0 0.1 0.8
C 2.8 1.4 -0.3
C -0.5 -1.5 0.4
C 1.7 1.6 0.1
C 1.2 -0.6 -0.5
C -2.5 3.4 1.8
H 1.5 -2.3 0.8
H -0.7 -0.3 -1.7
H 0.9 -0.4 -0.2
H -0.3 -0.3 -1.3
H -0.6 2.3 1.7
H 0.4 0.3 0.7
H -0.8 -0.4 -0.8
H 1.2 -1.4 -1.8
H -0.4 -0.7 0.1
H -1.0 1.5 0.7
H 0.8 -1.2 0.0
H -1.6 -1.3 0.1

**E_tot**: -896.47505 Ha
**SMILES**: C=PCn1c(O)c2c(c1O)C2(C)C
**HOMO level**: -7.83 eV
**LUMO energy**: 0.18 eV
**ΔE to the lowest compared entry with this formula, charge and spin**: 723.22 kJ/mol

These are the Mulliken partial charges, in e, on atoms 1 to 8: -0.001, -0.577, -0.551, 0.188, -0.690, -0.029, 1.608, -1.160



No. 3
Here is a gas-phase ion, C9H12NO2P2 (charge +1) in a non-equilibrium geometry from OMol25. Energies are from wB97M-V/def2-TZVPD.

Geometry (Å):
P1 -4.202 -1.601 0.403
P2 -6.348 0.282 -0.714
O1 -5.186 1.016 -1.166
O2 -5.678 -1.024 0.119
N1 -1.813 0.103 0.797
C1 0.272 0.196 -0.686
C2 2.726 -1.116 -1.195
C3 -3.193 0.199 0.733
C4 2.642 0.262 -0.741
C5 0.285 -1.020 -1.214
C6 -1.372 0.492 2.132
C7 -1.032 0.902 -0.267
C8 1.474 0.881 -0.500
C9 1.497 -1.670 -1.448
H1 -1.720 -0.881 0.742
H2 -0.245 0.551 2.246
H3 -3.828 1.073 0.747
H4 -1.744 1.141 -1.103
H5 3.780 -1.551 -1.261
H6 -1.903 -0.190 2.842
H7 1.541 -2.680 -1.955
H8 -1.817 1.379 2.408
H9 -0.541 -1.658 -1.465
H10 -0.656 1.922 0.186
H11 3.585 0.745 -0.981
H12 1.586 1.886 -0.144

Force components x, y, z for each atom (eV/Å):
P 2.3 4.3 0.6
P 0.1 -1.2 0.6
O 0.4 1.1 -0.6
O -0.9 0.0 0.1
N 1.2 1.9 -0.1
C -1.7 2.7 1.6
C 0.3 2.2 1.2
C -5.5 -4.7 -1.4
C 2.4 -2.6 -2.3
C 0.7 -3.0 -1.0
C 1.5 -2.0 2.1
C 1.1 1.7 -0.6
C 0.0 0.3 0.5
C 1.5 -2.6 -1.3
H 1.4 -1.3 -0.7
H -1.4 -0.4 -0.2
H 0.9 0.5 0.1
H 0.7 -0.5 0.8
H -2.0 0.3 -0.3
H 1.1 0.0 -0.4
H -0.6 1.1 0.8
H -0.7 2.5 0.0
H -0.8 0.4 0.0
H -1.4 -2.0 -0.5
H -0.1 0.7 1.2
H -0.7 0.6 0.0

**E_tot**: -1237.73788 Ha
**SMILES**: C[N@@H+](/C=P/OP=O)Cc1ccccc1
**HOMO level (alpha / beta)**: -12.70 / -12.30 eV
**LUMO energy (alpha / beta)**: -4.78 / -4.50 eV
**Net charge**: +1
**ΔE to the lowest compared entry with this formula, charge and spin**: 15.86 kJ/mol

These are the Mulliken partial charges, in e, on atoms 1 to 8: 0.145, 0.515, -0.337, -0.197, 0.160, 0.989, -0.516, -0.522



No. 4
Here is 2 unconnected molecules or ions with the total composition C9H12NO2S in a non-equilibrium geometry from OMol25. Energies are from wB97M-V/def2-TZVPD.

Geometry (Å):
S1 1.731 2.077 0.318
O1 2.999 2.548 -0.215
O2 1.269 2.857 1.486
N1 2.250 0.451 0.901
C1 -1.617 0.629 0.067
C2 -2.453 -0.299 0.638
C3 1.495 0.027 2.111
C4 -3.012 -1.326 -0.072
C5 -2.500 -1.564 -1.382
C6 -0.274 1.368 -1.910
C7 -1.493 -0.764 -1.906
C8 -1.037 0.424 -1.173
C9 2.444 -0.637 0.051
H1 0.466 -0.321 1.689
H2 -2.948 -0.264 1.677
H3 -2.909 -2.475 -2.040
H4 3.101 -1.350 0.468
H5 -1.023 -0.786 -2.924
H6 1.582 -1.090 -0.402
H7 -1.205 1.512 0.554
H8 3.065 -0.316 -0.933
H9 0.480 0.890 -2.738
H10 1.257 0.922 2.802
H11 -3.808 -1.818 0.452
H12 2.138 -0.694 2.482

Force components x, y, z for each atom (eV/Å):
S -0.6 -0.6 -1.3
O 0.7 0.4 -0.5
O 0.1 -0.9 0.1
N -0.8 2.0 2.8
C 1.4 1.0 0.8
C -1.9 0.4 2.2
C -2.7 2.8 -2.2
C 1.1 -0.2 -1.6
C -1.1 -2.0 -1.3
C 1.8 0.1 -1.3
C 0.6 1.5 0.2
C -0.9 -2.3 -1.7
C 1.9 1.6 -4.3
H 1.4 -0.2 1.3
H 1.4 0.8 -1.4
H 0.9 2.1 1.6
H 0.5 -1.1 0.8
H -0.8 -0.8 1.0
H -1.0 -0.6 0.1
H -0.5 -0.2 0.5
H -1.2 -0.3 2.1
H -1.6 0.8 2.2
H 0.8 -1.6 -1.1
H -0.2 -0.8 -0.5
H 0.5 -1.8 1.6

**E_tot**: -953.39679 Ha
**HOMO level (alpha / beta)**: -3.48 / -3.46 eV
**LUMO energy (alpha / beta)**: 2.68 / 2.55 eV
**Net charge**: -1
**ΔE to the lowest compared entry with this formula, charge and spin**: 376.75 kJ/mol

These are the Mulliken partial charges, in e, on atoms 1 to 8: 0.557, -0.608, -0.656, -0.123, -0.572, -0.170, -0.784, -0.463



No. 5
Here is 2 unconnected molecules or ions with the total composition C9H12NO5P from OMol25. Energies are from wB97M-V/def2-TZVPD.

Geometry (Å):
P1 -0.084 -1.332 -0.327
O1 -3.059 4.084 0.954
O2 -1.871 -0.448 1.108
O3 0.948 -1.748 -1.630
O4 -2.254 4.414 3.559
O5 -1.348 -0.195 3.782
N1 -1.536 -1.694 -1.237
C1 3.611 -2.496 -2.172
C2 -2.013 0.687 1.644
C3 -2.185 3.278 3.057
C4 -1.677 0.830 3.158
C5 -1.757 2.117 3.731
C6 -2.454 1.821 0.968
C7 1.725 -0.794 -2.304
C8 3.219 -1.025 -2.070
C9 -2.610 3.104 1.562
H1 -2.710 1.740 -0.086
H2 -1.470 2.198 4.776
H3 -2.296 -1.615 -0.560
H4 -1.469 -2.677 -1.491
H5 3.769 -0.453 -2.828
H6 3.189 -2.957 -3.069
H7 3.506 -0.625 -1.094
H8 -0.111 0.067 -0.554
H9 1.510 -0.844 -3.381
H10 3.271 -3.052 -1.299
H11 1.458 0.217 -1.974
H12 4.699 -2.600 -2.225

Force components x, y, z for each atom (eV/Å):
P -0.5 -0.1 0.1
O 0.1 -0.1 0.0
O 0.0 -0.3 0.0
O 0.3 0.2 0.0
O 0.0 0.0 0.0
O 0.0 0.0 0.0
N -0.1 -0.3 0.1
C 0.3 0.1 0.1
C 0.0 0.4 0.1
C 0.0 -0.1 0.0
C 0.0 -0.1 -0.1
C 0.0 0.0 0.0
C 0.1 -0.2 -0.1
C -0.1 0.0 0.1
C 0.0 0.0 -0.2
C 0.0 0.2 0.1
H 0.0 -0.1 0.0
H 0.0 0.1 0.0
H 0.1 0.2 -0.1
H 0.0 0.0 -0.1
H 0.0 0.1 0.1
H -0.1 0.0 0.0
H 0.0 -0.1 0.0
H 0.2 0.0 0.0
H 0.0 -0.1 0.0
H -0.1 0.0 -0.1
H 0.0 0.0 -0.1
H 0.0 0.0 0.0

**E_tot**: -1122.46453 Ha
**HOMO level**: -0.14 eV
**LUMO energy**: 4.79 eV
**Net charge**: -2

These are the Mulliken partial charges, in e, on atoms 1 to 8: 0.052, -0.748, -0.737, -0.137, -0.778, -0.775, -0.663, -1.093



No. 6
Here is a gas-phase ion, C9H12NS (charge +1) in a non-equilibrium geometry from OMol25. Energies are from wB97M-V/def2-TZVPD.

Geometry (Å):
S1 -0.952 -1.924 -1.339
N1 -1.446 -2.113 1.521
C1 0.129 0.579 -1.213
C2 0.141 -0.029 -2.541
C3 0.685 1.324 1.548
C4 -0.513 -0.602 -0.226
C5 1.250 1.759 -1.032
C6 -0.237 -1.298 -2.769
C7 1.216 1.974 0.512
C8 -0.218 0.028 2.018
C9 -0.869 -0.928 1.069
H1 1.181 1.604 2.456
H2 -0.457 -1.614 -3.774
H3 1.998 2.682 0.828
H4 0.548 -0.611 2.523
H5 0.845 2.533 -1.608
H6 -0.832 1.187 -1.336
H7 -2.256 -1.998 2.222
H8 -1.307 -2.842 0.791
H9 -0.892 0.588 2.762
H10 -0.751 -2.587 2.120
H11 0.419 0.745 -3.360
H12 2.318 1.542 -1.172

Force components x, y, z for each atom (eV/Å):
S -0.5 -1.0 0.5
N 0.7 -1.9 2.1
C -1.9 0.7 0.6
C 1.3 0.5 -2.6
C -0.3 -2.1 0.2
C -0.4 -2.1 -0.8
C -1.7 -3.5 4.3
C 0.1 2.8 -0.3
C 0.8 0.4 -0.9
C 0.6 2.0 1.1
C 2.9 6.3 -3.1
H -0.2 0.4 0.6
H 0.1 -0.7 0.1
H -0.6 0.0 -0.1
H -0.4 0.8 0.4
H -0.1 1.4 -0.7
H 0.9 -0.3 0.6
H 0.6 -0.6 -2.1
H -2.0 0.1 -0.4
H 0.7 -1.4 -0.7
H 0.3 0.5 0.8
H -0.4 -1.8 1.2
H -0.6 -0.4 -0.8

**E_tot**: -802.64462 Ha
**SMILES**: [NH3+]C1=C2SC=C[C@@H]2CC=CC1
**HOMO level**: -11.48 eV
**LUMO energy**: -3.61 eV
**Net charge**: +1
**ΔE to the lowest compared entry with this formula, charge and spin**: 434.70 kJ/mol

These are the Mulliken partial charges, in e, on atoms 1 to 8: -0.316, -0.160, -0.042, -0.283, -0.494, 0.389, -0.679, -0.520



No. 7
Here is a molecular structure, C9H12O in a non-equilibrium geometry from OMol25. Energies are from wB97M-V/def2-TZVPD.

Geometry (Å):
O1 1.842 0.875 -1.490
C1 3.260 1.123 -1.223
C2 -0.224 0.062 -0.700
C3 3.998 0.993 -2.540
C4 -3.729 -0.356 2.636
C5 1.104 0.168 -0.613
C6 -3.668 -1.729 2.136
C7 -2.516 -2.041 1.429
C8 -2.739 0.333 1.992
C9 -2.362 -0.703 1.132
H1 -0.822 -0.467 0.147
H2 -2.791 1.475 1.949
H3 -0.682 0.429 -1.573
H4 3.543 0.380 -0.573
H5 3.617 1.902 -3.204
H6 3.650 0.017 -3.048
H7 -4.400 -2.498 2.204
H8 3.390 2.096 -0.777
H9 5.053 0.965 -2.327
H10 -4.550 0.000 3.302
H11 -2.523 -2.901 0.786
H12 1.549 -0.121 0.355

Force components x, y, z for each atom (eV/Å):
O 0.6 0.3 -0.4
C -1.8 0.2 -1.8
C 0.5 -1.3 1.7
C -2.5 0.5 -1.5
C -1.6 -1.5 0.6
C -0.5 0.7 1.8
C 0.4 0.3 2.3
C -0.1 0.9 -0.6
C -0.6 2.2 0.4
C 0.1 0.3 -1.3
H 1.3 1.0 -1.9
H 1.0 -2.0 -0.1
H -1.1 0.3 -0.8
H 1.0 -1.7 1.8
H 1.3 -2.0 1.1
H 0.7 1.6 0.7
H -0.9 -0.1 0.0
H -0.1 0.4 0.2
H 0.5 0.3 -0.4
H 0.7 -0.1 -1.0
H 0.6 -0.1 0.0
H 0.4 -0.1 -0.7

**E_tot**: -425.10360 Ha
**HOMO level (alpha / beta)**: -8.12 / -8.12 eV
**LUMO energy (alpha / beta)**: -0.38 / -0.38 eV
**ΔE to the lowest compared entry with this formula, charge and spin**: 701.43 kJ/mol

These are the Mulliken partial charges, in e, on atoms 1 to 8: -0.320, -0.396, -0.729, -0.957, -0.357, 0.312, -0.313, -0.537



No. 8
Here is 3 unconnected molecules or ions with the total composition C9H12O9 in a non-equilibrium geometry from OMol25. Energies are from wB97M-V/def2-TZVPD.

Geometry (Å):
O1 3.090 1.644 3.815
O2 3.963 2.998 2.236
O3 -2.037 0.432 0.694
O4 -1.484 -3.168 -2.843
O5 0.149 0.148 0.969
O6 -0.744 0.272 -1.178
O7 2.725 1.360 1.573
O8 -3.643 -2.885 -2.398
O9 -2.798 -4.895 -1.842
C1 3.037 2.065 0.414
C2 -0.345 0.237 2.343
C3 -0.853 0.176 0.061
C4 -2.623 -3.744 -2.305
C5 -3.034 -1.697 -2.690
C6 -1.840 0.008 2.089
C7 3.133 2.049 2.612
C8 -1.794 -1.961 -3.414
C9 4.307 2.669 0.837
H1 -2.906 -1.049 -1.823
H2 -2.437 0.710 2.671
H3 2.271 2.824 0.253
H4 -3.797 -1.234 -3.316
H5 3.164 1.316 -0.367
H6 -1.014 -1.203 -3.333
H7 -2.157 -2.174 -4.419
H8 -0.016 -0.682 2.828
H9 5.191 2.066 1.043
H10 -0.081 1.181 2.818
H11 4.560 3.561 0.263
H12 -1.987 -1.024 2.410

Force components x, y, z for each atom (eV/Å):
O -1.1 1.8 -4.3
O 0.1 1.7 -0.9
O 0.6 -2.2 0.9
O 0.7 -3.6 2.0
O 0.1 -0.3 -0.6
O 0.1 -1.0 4.0
O -2.2 -1.5 0.8
O 0.8 -1.8 0.7
O 1.7 4.1 -1.8
C 0.3 -0.9 -1.0
C -0.7 -1.0 -1.4
C -0.1 2.6 -2.6
C -0.6 -4.5 1.2
C -2.7 4.9 -0.2
C 0.2 2.0 0.5
C 2.1 -2.7 5.8
C -1.1 0.4 -1.4
C 1.1 1.8 1.1
H 0.1 -0.3 0.4
H -0.2 -0.4 0.0
H 0.0 -0.1 -0.5
H 0.4 0.8 -0.1
H -0.4 0.4 -0.3
H -0.1 -0.3 0.0
H 0.9 0.3 -0.7
H 0.7 0.7 0.4
H -0.1 -0.5 -1.1
H 0.3 -0.2 -0.2
H 0.1 0.1 0.4
H -1.0 -0.1 -1.1

**E_tot**: -1027.25149 Ha
**SMILES**: O=C1OCCO1.O=C1OCCO1.O=C1OCCO1
**HOMO level**: -10.64 eV
**LUMO energy**: 0.37 eV
**ΔE to the lowest compared entry with this formula, charge and spin**: 181.17 kJ/mol

These are the Mulliken partial charges, in e, on atoms 1 to 8: -0.611, -0.323, -0.318, -0.317, -0.240, -0.595, -0.231, -0.312



No. 9
Here is C9H12S in the gas phase in a non-equilibrium geometry from OMol25. Energies are from wB97M-V/def2-TZVPD.

Geometry (Å):
S1 -2.408 0.650 -1.272
C1 -1.692 -0.412 0.060
C2 -2.549 -0.274 1.325
C3 -0.350 0.106 0.186
C4 -0.045 1.312 0.857
C5 1.351 0.591 -1.639
C6 1.815 0.720 -0.182
C7 1.194 -1.767 -0.643
C8 1.274 1.670 0.729
C9 0.799 -0.389 -0.553
H1 1.668 -1.994 -1.628
H2 1.568 2.624 1.127
H3 0.235 -2.372 -0.518
H4 2.805 0.280 0.011
H5 -3.522 -0.362 1.342
H6 -2.336 0.725 1.667
H7 2.165 0.223 -2.314
H8 -1.653 -1.494 -0.307
H9 -1.992 -0.786 2.173
H10 1.894 -2.169 0.131
H11 0.614 1.328 -1.964
H12 -0.833 1.789 1.414

Force components x, y, z for each atom (eV/Å):
S 1.5 0.0 0.4
C -2.0 -2.8 0.3
C 7.4 0.7 1.6
C -1.9 0.6 -2.1
C 0.5 0.7 1.2
C 0.4 0.4 1.1
C 3.0 -2.5 -1.8
C -0.3 -3.7 -0.2
C -3.9 0.2 0.3
C 1.6 3.6 0.2
H -0.6 0.0 0.8
H 0.9 0.0 -0.1
H 1.3 0.3 -0.5
H -0.2 0.5 -0.2
H -4.9 -1.1 -0.5
H -0.5 0.8 0.0
H -1.3 0.2 0.5
H -0.2 1.4 0.5
H -1.1 -0.3 -0.8
H -0.5 0.7 -0.3
H 0.4 -0.2 -0.3
H 0.2 0.6 0.0

**E_tot**: -748.16223 Ha
**HOMO level (alpha / beta)**: -7.50 / -7.56 eV
**LUMO energy (alpha / beta)**: -1.49 / -1.46 eV
**ΔE to the lowest compared entry with this formula, charge and spin**: 204.02 kJ/mol

These are the Mulliken partial charges, in e, on atoms 1 to 8: -0.315, 0.437, -1.447, -0.369, -0.287, -0.976, -0.016, -1.380